1.
This record from the OMol25 dataset describes a molecular structure, C6H8N2 in a non-equilibrium geometry. The level of theory is wB97M-V/def2-TZVPD.

Structure (XYZ):
```
16
C6H8N2 | the OMol25 dataset | wB97M-V/def2-TZVPD
C -1.689 1.533 0.096
C -2.578 0.639 -0.212
C -0.949 0.139 0.381
C 1.244 1.167 -0.099
C 1.130 -1.313 0.017
C 0.304 -0.037 -0.417
N -2.862 -0.656 -0.278
N -1.794 -1.128 0.208
H -0.932 0.382 1.414
H 2.242 0.849 -0.315
H 1.068 1.496 0.860
H 0.874 1.960 -0.750
H 1.555 -1.119 1.117
H 1.974 -1.439 -0.577
H 0.420 -2.240 -0.009
H -0.006 -0.233 -1.437
```

## Properties
E_tot = -342.6753 Eh
spin multiplicity = 1
frontier orbital gap = 0.3662 hartree

---

2.
This record from the OMol25 dataset describes 2 unconnected molecules or ions with the total composition C6H8N2 in a non-equilibrium geometry. The level of theory is wB97M-V/def2-TZVPD.

Structure (XYZ):
```
16
C6H8N2 | the OMol25 dataset | wB97M-V/def2-TZVPD
C 2.012 -1.346 0.301
C 2.904 -0.234 0.345
C 0.780 -0.815 0.053
C 2.255 0.887 -0.064
C -3.504 -0.405 0.252
C -1.311 1.110 -0.460
N 0.925 0.578 -0.214
N -0.125 1.362 -0.606
H 2.174 -2.325 0.718
H 3.911 -0.317 0.256
H -0.208 -1.182 -0.165
H 2.695 1.758 -0.362
H -3.104 -1.329 0.257
H -3.893 -0.008 -0.650
H -3.556 0.252 1.088
H -1.956 2.013 -0.749
```

## Properties
E_tot = -342.7017 Eh
spin multiplicity = 1
frontier orbital gap (spin up / spin down) = 0.2906 / 0.3215 hartree

---

3.
This record from the OMol25 dataset describes a single C6H8N2 molecule in a non-equilibrium geometry. The level of theory is wB97M-V/def2-TZVPD.

Structure (XYZ):
```
16
C6H8N2 | the OMol25 dataset | wB97M-V/def2-TZVPD
C 1.902 1.340 0.308
C 1.474 0.068 0.415
N 1.994 -1.152 0.852
C 0.948 -2.103 0.787
N -0.149 -1.679 0.293
C 0.111 -0.352 0.026
C -0.971 0.505 -0.262
C -2.314 0.003 -0.722
H 2.926 1.551 0.620
H 1.237 2.038 -0.006
H 3.004 -1.250 0.748
H 1.157 -3.157 1.202
H -0.939 1.519 -0.290
H -2.377 0.135 -1.807
H -3.240 0.627 -0.347
H -2.376 -0.917 -0.302
```

## Properties
E_tot = -342.8578 Eh
spin multiplicity = 1
frontier orbital gap = 0.2896 hartree

---

4.
This record from the OMol25 dataset describes a single C6H8N2 molecule in a non-equilibrium geometry. The level of theory is wB97M-V/def2-TZVPD.

Structure (XYZ):
```
16
C6H8N2 | the OMol25 dataset | wB97M-V/def2-TZVPD
C 0.153 1.902 -0.658
C 0.122 0.558 0.004
C -1.359 -0.044 0.346
N -2.299 0.201 1.153
C -0.281 -0.880 0.173
C -0.088 -2.114 -0.640
C 1.112 0.056 0.845
N 2.263 -0.352 1.022
H 0.807 2.634 -0.177
H 0.458 1.849 -1.707
H -0.846 2.348 -0.639
H -2.726 1.118 1.042
H 0.836 -2.627 -0.360
H -0.911 -2.807 -0.450
H -0.058 -1.912 -1.717
H 2.817 0.070 1.763
```

## Properties
E_tot = -342.7080 Eh
spin multiplicity = 1
frontier orbital gap = 0.3004 hartree

---

5.
This record from the OMol25 dataset describes a single C6H8N2 molecule in a non-equilibrium geometry. The level of theory is wB97M-V/def2-TZVPD.

Structure (XYZ):
```
16
C6H8N2 | the OMol25 dataset | wB97M-V/def2-TZVPD
N 1.657 1.071 -2.182
C 1.295 0.578 -1.218
C 0.873 -0.038 0.059
C 0.015 1.021 0.852
C -1.291 0.927 -0.010
N -1.216 -0.430 -0.723
C -0.187 -1.119 0.017
C 1.230 -1.523 0.097
H -0.129 0.694 1.886
H 0.416 2.040 0.791
H -1.180 1.599 -0.869
H -2.197 1.040 0.574
H -2.102 -0.882 -0.571
H -0.556 -1.246 1.011
H 1.574 -1.918 1.033
H 1.798 -1.814 -0.746
```

## Properties
E_tot = -342.7883 Eh
spin multiplicity = 1
frontier orbital gap = 0.3676 hartree

---

6.
This record from the OMol25 dataset describes a molecular structure, C6H8N2 in a non-equilibrium geometry. The level of theory is wB97M-V/def2-TZVPD.

Structure (XYZ):
```
16
C6H8N2 | the OMol25 dataset | wB97M-V/def2-TZVPD
C 1.615 -0.267 1.411
C 0.280 0.261 0.768
C 0.042 0.863 -0.577
C 0.950 0.788 -1.660
C 1.594 0.690 -2.629
C -2.733 -0.983 0.210
H 2.404 -0.526 0.514
H 1.851 0.709 2.335
H 1.378 -1.207 1.919
H -0.338 0.887 1.403
H -0.702 1.614 -0.617
H 2.203 0.465 -3.510
H -3.831 -1.117 0.422
H -2.067 -1.824 0.044
N -0.598 -0.417 -0.153
N -2.048 0.062 0.119
```

## Properties
E_tot = -342.7043 Eh
spin multiplicity = 1
frontier orbital gap = 0.3847 hartree

---

7.
This record from the OMol25 dataset describes a single C6H8N2 molecule in a non-equilibrium geometry. The level of theory is wB97M-V/def2-TZVPD.

Structure (XYZ):
```
16
C6H8N2 | the OMol25 dataset | wB97M-V/def2-TZVPD
H -2.123 -2.513 0.816
N -1.923 -1.562 0.692
C -0.751 -1.174 0.227
N 0.376 -2.007 0.198
C -0.536 0.238 0.100
C 0.534 0.888 0.972
C 1.369 1.895 0.326
C 0.918 1.786 -1.138
C 0.076 0.621 -1.349
H 0.176 -2.988 0.088
H 1.138 -1.768 -0.734
H -1.580 0.769 0.039
H 0.423 0.690 2.121
H 2.216 2.451 0.813
H 1.365 2.403 -1.899
H -0.452 0.412 -2.311
```

## Properties
E_tot = -342.8081 Eh
spin multiplicity = 1
frontier orbital gap = 0.3213 hartree

---

8.
This record from the OMol25 dataset describes a single C6H8N2 molecule in a non-equilibrium geometry. The level of theory is wB97M-V/def2-TZVPD.

Structure (XYZ):
```
16
C6H8N2 | the OMol25 dataset | wB97M-V/def2-TZVPD
C -2.588 -0.204 -0.447
C -1.559 0.821 -0.052
C -0.266 0.380 0.177
C 0.909 1.285 0.037
C 2.046 0.230 -0.244
N 1.665 -0.889 -0.401
N 0.156 -1.018 -0.388
C -0.194 -0.725 0.978
H -2.294 -1.486 -0.322
H -3.573 0.151 -0.561
H -1.453 1.841 0.267
H 0.730 2.284 -0.404
H 1.173 1.773 1.049
H 3.105 0.303 -0.283
H 0.640 -0.883 1.693
H -1.168 -1.366 1.382
```

## Properties
E_tot = -342.6905 Eh
spin multiplicity = 1
frontier orbital gap = 0.3489 hartree

---

9.
This record from the OMol25 dataset describes a single C6H8N2O2 molecule in a non-equilibrium geometry. The level of theory is wB97M-V/def2-TZVPD.

Structure (XYZ):
```
18
C6H8N2O2 | the OMol25 dataset | wB97M-V/def2-TZVPD
O -2.807 1.127 -0.715
C -1.719 1.173 0.102
O -1.447 2.121 1.073
N -0.110 1.907 1.513
C 0.322 0.856 0.870
C -0.679 0.342 0.011
C -0.453 -0.817 -0.920
C 0.671 -1.687 -0.345
N 1.875 -0.859 -0.193
C 1.678 0.159 0.860
H -3.395 1.799 -0.351
H -1.346 -1.433 -1.045
H -0.163 -0.455 -1.904
H 0.863 -2.474 -1.064
H 0.329 -2.132 0.599
H 2.062 -0.380 -1.077
H 2.420 0.952 0.711
H 1.900 -0.200 1.874
```

## Properties
E_tot = -493.3574 Eh
spin multiplicity = 1
frontier orbital gap = 0.3503 hartree

---

10.
This record from the OMol25 dataset describes 2 unconnected molecules or ions with the total composition C6H8N2O2 in a non-equilibrium geometry. The level of theory is wB97M-V/def2-TZVPD.

Structure (XYZ):
```
18
C6H8N2O2 | the OMol25 dataset | wB97M-V/def2-TZVPD
O 2.199 0.060 1.646
C 1.019 0.240 1.304
C 0.366 1.635 1.125
C -0.679 1.598 0.252
N -1.230 0.522 -0.217
C -0.908 -0.731 0.269
O -1.571 -1.773 0.030
N 0.303 -0.764 0.794
H 0.690 2.578 1.509
H -1.042 2.679 0.092
H -2.352 0.487 -0.341
H 0.877 -1.638 0.576
C 0.712 0.192 -2.249
C -0.152 -0.792 -2.397
H 1.222 0.339 -1.241
H 0.722 1.013 -2.978
H -0.012 -1.739 -1.788
H -0.792 -1.172 -3.105
```

## Properties
E_tot = -493.3402 Eh
spin multiplicity = 1
frontier orbital gap = 0.3580 hartree

---

11.
This record from the OMol25 dataset describes 2 unconnected molecules or ions with the total composition C6H8N2O2 in a non-equilibrium geometry. The level of theory is wB97M-V/def2-TZVPD.

Structure (XYZ):
```
18
C6H8N2O2 | the OMol25 dataset | wB97M-V/def2-TZVPD
O 2.832 1.328 0.588
C 2.159 0.825 -0.305
N 1.197 -0.077 -0.101
C 0.742 -0.788 1.099
C -0.253 -1.548 0.215
C -1.131 -0.617 -0.580
C -1.780 0.630 -0.087
N -1.286 1.855 -0.119
C 0.304 -0.796 -0.985
H 2.253 1.122 -1.369
H 1.531 -1.433 1.506
H 0.336 -0.140 1.888
H -0.474 -2.609 0.309
H -1.817 -1.178 -1.220
H 0.625 -1.141 -1.966
O -2.482 0.602 1.001
H -0.702 2.020 -0.932
H -2.056 1.945 1.058
```

## Properties
E_tot = -493.2824 Eh
spin multiplicity = 1
frontier orbital gap = 0.3704 hartree

---

12.
This record from the OMol25 dataset describes a single C6H8N2O2 molecule in a non-equilibrium geometry. The level of theory is wB97M-V/def2-TZVPD.

Structure (XYZ):
```
18
C6H8N2O2 | the OMol25 dataset | wB97M-V/def2-TZVPD
C -0.252 0.739 -1.985
C 0.506 0.349 -0.732
C 0.410 1.355 0.432
C 0.370 0.586 1.778
C -0.147 -0.751 1.396
N -0.599 -1.804 1.999
O -0.887 -2.713 1.073
N -0.563 -2.142 -0.283
O -0.756 -2.804 -1.270
C -0.123 -0.955 -0.001
H -1.243 1.110 -1.734
H -0.356 -0.122 -2.641
H 0.286 1.520 -2.518
H 1.541 0.091 -0.964
H -0.519 1.917 0.321
H 1.233 2.068 0.403
H -0.266 1.081 2.511
H 1.366 0.476 2.213
```

## Properties
E_tot = -493.2668 Eh
spin multiplicity = 1
frontier orbital gap = 0.3565 hartree

---

13.
This record from the OMol25 dataset describes a molecular structure, C6H8N2O2 in a non-equilibrium geometry. The level of theory is wB97M-V/def2-TZVPD.

Structure (XYZ):
```
18
C6H8N2O2 | the OMol25 dataset | wB97M-V/def2-TZVPD
C 1.705 0.514 -1.601
C 0.591 1.498 -1.238
C -0.499 0.901 -0.423
C -1.822 0.634 -0.618
N -2.291 -0.132 0.429
C -1.276 -0.267 1.220
O -0.198 0.435 0.820
C -1.017 -1.320 2.207
N -1.426 -2.483 2.305
H 1.313 -0.311 -2.211
H 2.167 0.083 -0.703
H 2.488 1.031 -2.171
H 0.127 1.905 -2.147
H 1.012 2.354 -0.686
H -2.469 1.015 -1.404
O 0.707 -1.745 2.262
H 1.057 -1.129 1.605
H -0.168 -2.983 2.355
```

## Properties
E_tot = -493.2650 Eh
spin multiplicity = 1
frontier orbital gap = 0.3486 hartree

---

14.
This record from the OMol25 dataset describes a single C6H8N2O2S molecule in a non-equilibrium geometry. The level of theory is wB97M-V/def2-TZVPD.

Structure (XYZ):
```
19
C6H8N2O2S | the OMol25 dataset | wB97M-V/def2-TZVPD
C -2.925 -0.557 0.696
C -2.497 0.691 0.735
C -1.162 1.137 0.568
C -0.250 0.216 0.168
S 1.383 0.587 0.147
C 2.151 1.032 -1.452
O 2.168 1.391 1.074
N 2.080 -1.046 0.338
N 1.219 -2.089 -0.011
C 0.065 -2.148 -0.371
O -0.940 -2.515 -0.777
H -3.972 -0.685 0.568
H -2.243 -1.365 0.499
H -3.428 1.449 0.683
H -0.757 2.139 0.752
H 3.134 1.100 -1.080
H 1.613 1.924 -1.665
H 1.995 0.090 -2.135
H 2.367 -1.350 1.262
```

## Properties
E_tot = -891.3599 Eh
spin multiplicity = 1
frontier orbital gap = 0.3176 hartree

---

15.
This record from the OMol25 dataset describes a single C6H8N2O2S molecule in a non-equilibrium geometry. The level of theory is wB97M-V/def2-TZVPD.

Structure (XYZ):
```
19
C6H8N2O2S | the OMol25 dataset | wB97M-V/def2-TZVPD
C -3.110 -0.785 -0.497
O -1.712 -0.509 -0.468
C -1.273 0.229 0.684
C 0.123 0.335 0.541
C 0.642 1.475 -0.147
C 2.086 1.707 -0.135
O 2.593 2.766 -0.401
N 2.810 0.435 0.068
C 2.059 -0.833 0.226
S 3.066 -2.185 -0.224
N 0.875 -0.792 0.591
H -3.537 -1.738 0.008
H -3.472 -0.888 -1.692
H -3.684 0.067 -0.202
H -1.604 -0.194 1.685
H -1.830 1.256 1.027
H 0.037 2.360 -0.697
H 3.770 0.481 -0.029
H 2.162 -3.186 -0.336
```

## Properties
E_tot = -891.5073 Eh
spin multiplicity = 1
frontier orbital gap = 0.3236 hartree

---

16.
This record from the OMol25 dataset describes a single C6H8N2O3 molecule in a non-equilibrium geometry. The level of theory is wB97M-V/def2-TZVPD.

Structure (XYZ):
```
19
C6H8N2O3 | the OMol25 dataset | wB97M-V/def2-TZVPD
C 1.786 -0.968 3.292
N 1.768 -0.545 1.957
C 0.740 -0.410 1.283
O 0.878 0.313 0.110
N -0.145 0.362 -0.867
C 0.050 1.309 -1.908
O 1.140 2.140 -1.917
C -0.987 1.207 -2.760
C -1.899 0.242 -2.182
C -1.351 -0.299 -1.085
O -1.800 -1.286 -0.193
H 1.767 -0.113 3.857
H 2.737 -1.488 3.499
H 0.933 -1.557 3.575
H -0.260 -0.988 1.317
H 1.536 1.859 -1.073
H -1.345 1.739 -3.596
H -2.943 0.000 -2.657
H -2.603 -1.518 -0.652
```

## Properties
E_tot = -568.5096 Eh
spin multiplicity = 1
frontier orbital gap = 0.3116 hartree

---

17.
This record from the OMol25 dataset describes a molecular structure, C6H8N2O3 in a non-equilibrium geometry. The level of theory is wB97M-V/def2-TZVPD.

Structure (XYZ):
```
19
C6H8N2O3 | the OMol25 dataset | wB97M-V/def2-TZVPD
C 0.355 1.078 -1.646
C 0.056 0.654 -0.320
C -0.608 1.629 0.642
C -0.837 -0.682 -0.559
C -0.020 -1.954 1.366
C 1.171 -0.039 0.184
H -0.461 2.069 -1.892
H 1.630 1.350 -1.958
H -0.252 0.136 -2.625
H -1.680 1.891 0.582
H 0.136 2.469 0.442
H -0.427 1.274 1.559
H -1.938 -2.066 0.649
H 1.866 -1.162 1.860
N -1.111 -1.581 0.578
N 1.044 -1.048 1.177
O -1.556 -0.860 -1.571
O 0.255 -3.034 2.017
O 2.377 -0.125 -0.484
```

## Properties
E_tot = -568.4955 Eh
spin multiplicity = 1
frontier orbital gap = 0.3488 hartree

---

18.
This record from the OMol25 dataset describes a single C6H8N2O3S molecule in a non-equilibrium geometry. The level of theory is wB97M-V/def2-TZVPD.

Structure (XYZ):
```
20
C6H8N2O3S | the OMol25 dataset | wB97M-V/def2-TZVPD
C -2.581 1.116 0.608
C -1.905 -0.177 0.064
N -2.353 -1.399 0.646
C -1.597 -2.371 0.325
S -0.130 -1.945 -0.509
C -0.698 -0.291 -0.520
C 0.230 0.727 -1.003
C 1.672 0.697 -0.344
O 2.547 -0.377 -0.837
N 3.492 -0.611 0.237
O 4.224 -1.593 0.231
O 3.569 0.131 1.248
H -3.563 0.971 1.206
H -1.990 1.736 1.276
H -2.989 1.851 -0.244
H -2.061 -3.410 0.399
H -0.213 1.812 -0.734
H 0.480 1.005 -2.110
H 2.057 1.618 -0.691
H 1.808 0.509 0.752
```

## Properties
E_tot = -966.6297 Eh
spin multiplicity = 1
frontier orbital gap = 0.3372 hartree

---

19.
This record from the OMol25 dataset describes a molecular structure, C6H8N2OS in a non-equilibrium geometry. The level of theory is wB97M-V/def2-TZVPD.

Structure (XYZ):
```
18
C6H8N2OS | the OMol25 dataset | wB97M-V/def2-TZVPD
C -1.609 -1.886 0.404
C -1.978 -0.993 1.505
C 0.025 0.473 0.973
C 0.212 0.505 -0.324
C 1.567 0.952 -0.673
C 2.015 1.065 -2.080
H -2.165 -2.688 0.703
H -2.043 -1.271 -0.360
H -0.387 -1.947 0.185
H -1.499 0.824 2.181
H -0.439 0.221 -1.258
H 2.021 2.273 -2.610
H 3.184 0.751 -2.166
H 1.339 0.435 -2.626
N -1.090 0.123 1.759
N 2.238 1.308 0.312
O -2.778 -1.266 2.333
S 1.388 1.121 1.744
```

## Properties
E_tot = -816.2863 Eh
spin multiplicity = 1
frontier orbital gap = 0.3731 hartree

---

20.
This record from the OMol25 dataset describes a single C6H8N2P2S molecule in a non-equilibrium geometry. The level of theory is wB97M-V/def2-TZVPD.

Structure (XYZ):
```
19
C6H8N2P2S | the OMol25 dataset | wB97M-V/def2-TZVPD
C -1.312 1.961 -0.044
C 0.059 2.370 -0.242
C -1.621 0.678 0.129
C 1.032 1.391 -0.191
C -0.660 -0.417 -0.070
C 0.769 -0.048 -0.138
N -1.110 -1.638 -0.181
N 1.753 -0.925 -0.171
P -2.503 -2.456 0.249
P 3.412 -0.323 0.360
S 1.741 -2.477 -0.584
H -2.055 2.667 0.140
H 0.493 3.372 -0.418
H -2.644 0.413 0.303
H 1.917 1.851 -0.582
H -2.345 -3.352 -0.967
H -3.673 -1.596 -0.028
H 3.761 -1.543 0.843
H 2.986 0.072 1.590
```

## Properties
E_tot = -1423.6909 Eh
spin multiplicity = 1
frontier orbital gap (spin up / spin down) = 0.2230 / 0.2209 hartree